Entry from the OMol25 dataset: a cluster of 2 separate species, C8H14N3S in total in a non-equilibrium geometry (ωB97M-V/def2-TZVPD).

Each line ends with the Löwdin charge.
Positions of all 26 atoms, in Å:
C1 -1.844 -2.621 1.200  -0.23
C2 -0.717 -1.873 0.856  -0.07
C3 3.277 -1.322 2.582  0.06
C4 0.993 1.008 -0.513  -0.67
C5 -2.797 -2.251 2.092  0.04
C6 -0.619 -0.809 -0.028  -0.24
C7 -1.841 -0.506 -0.724  -0.05
C8 1.028 3.392 -1.918  -0.38
N1 2.742 -0.921 1.626  0.09
N2 2.217 1.413 -0.371  0.11
N3 0.680 -0.192 -0.002  0.12
S1 -0.067 2.075 -1.357  1.00
H1 -1.930 -3.642 0.791  0.13
H2 0.095 -2.187 1.530  0.12
H3 3.717 -1.703 3.490  0.09
H4 -2.581 -1.294 2.662  0.09
H5 -3.798 -2.792 2.237  0.10
H6 -2.613 -1.211 -0.555  0.07
H7 -1.703 -0.212 -1.823  0.11
H8 -2.198 0.496 -0.397  0.10
H9 0.322 4.143 -2.264  0.04
H10 1.811 3.165 -2.783  0.11
H11 1.591 3.865 -1.119  0.04
H12 2.991 0.785 -0.138  0.12
H13 2.618 2.269 -0.578  0.06
H14 1.310 -0.596 0.693  0.05

Calculated values
DFT total energy in hartree: -875.23276
Gap between HOMO and LUMO (alpha / beta) in eV: 5.78 / 7.27
HOMO (alpha / beta) in Ha: -0.3067 / -0.4666
Multiplicity: 3
Charge: +1
Energy above the lowest of the compared OMol25 structures with the same formula, charge and spin in kcal per mole: 0.00